# 1
Formula: C21H30N5O4PdS
Source: OMol25
Level of theory: ωB97M-V/def2-TZVPD

XYZ file:
```
62
Properties=species:S:1:pos:R:3:forces:R:3
Pd -1.0516 0.3114 1.2738 0.1281 0.8076 -0.3698
C -2.0409 -1.9659 3.7891 -0.0223 -0.0109 0.0013
C -0.8720 -1.1958 4.4121 -0.0235 -0.0260 0.0148
N -0.9729 0.2473 4.2228 0.1354 0.1539 -0.0402
C 0.2830 0.9389 4.4033 0.0382 -0.0133 0.0211
C 1.3621 0.6875 3.3551 0.0322 -0.0104 -0.0108
C 2.5797 1.3476 3.4504 0.0018 -0.0126 -0.0047
C 3.5426 1.1165 2.4855 0.0136 0.0009 -0.0077
C 3.2784 0.2048 1.4784 -0.0107 -0.0212 0.0107
C 2.0429 -0.4285 1.4578 0.0224 0.0016 0.0334
C 1.7500 -1.4674 0.3774 0.0589 0.0161 0.0178
N 0.4263 -2.0437 0.3481 0.0100 0.0636 -0.0103
C 0.1720 -2.9428 1.4719 -0.0154 -0.0231 0.0017
C -1.3210 -3.1705 1.7295 -0.0261 -0.0075 0.0091
N -2.1245 -2.1310 2.3476 0.1152 0.0736 0.0228
N 1.1024 -0.1664 2.3647 -0.1509 -0.0238 -0.0761
H -2.9647 -1.4846 4.1287 0.0121 0.0266 -0.0196
H -2.0353 -2.9728 4.2230 -0.0183 0.0062 0.0029
H 0.0746 -1.6049 4.0441 0.0012 0.0120 -0.0154
H -0.9022 -1.3879 5.4937 0.0061 0.0034 -0.0077
H -1.2768 0.4932 3.2629 -0.2694 -0.2900 0.1968
H 0.6965 0.6794 5.3856 0.0074 0.0134 -0.0110
H 0.0959 2.0161 4.4147 -0.0248 -0.0032 -0.0066
H 2.7513 2.0509 4.2561 -0.0102 -0.0015 0.0017
H 4.4893 1.6424 2.5159 -0.0060 0.0009 -0.0021
H 4.0095 -0.0087 0.7075 -0.0072 -0.0019 0.0063
H 2.4836 -2.2760 0.4862 -0.0099 0.0124 -0.0128
H 1.9567 -0.9930 -0.5852 -0.0127 0.0269 -0.0637
H -0.2447 -1.2458 0.3512 -0.0305 -0.3425 -0.0200
H 0.6529 -2.6034 2.3948 0.0010 0.0188 -0.0029
H 0.6115 -3.9187 1.2226 -0.0006 0.0085 0.0043
H -1.4081 -4.0581 2.3671 -0.0109 -0.0045 -0.0171
H -1.7830 -3.4305 0.7700 0.0079 0.0331 -0.0155
H -2.1028 -1.2272 1.8286 -0.1339 -0.3128 0.0935
C -1.1979 -2.7780 -3.1957 -0.0127 -0.0519 0.0536
C -0.7777 -1.4009 -3.6233 -0.0219 0.0286 -0.0240
C -1.6665 -0.5540 -4.2843 0.0108 0.0298 0.0322
C -1.2917 0.7275 -4.6449 -0.0360 0.0177 0.0106
C -0.0169 1.1820 -4.3344 -0.0292 -0.0051 -0.1421
C 0.8885 0.3506 -3.6995 0.0221 0.0261 0.0835
C 0.5057 -0.9375 -3.3592 0.0422 -0.0216 0.0521
S 0.4188 2.8592 -4.6941 0.0038 -0.0219 0.0732
O 0.0741 3.1643 -6.0596 -0.0440 0.0226 0.0121
O 1.7724 3.0341 -4.2541 -0.0309 0.0057 0.0242
N -0.5980 3.7584 -3.7758 0.0862 0.0408 -0.1113
C -1.0365 3.2971 -2.4404 -0.0101 -0.0189 -0.0034
C 0.0761 3.2428 -1.4133 -0.0729 0.0266 -0.0155
C -0.4179 2.6641 -0.0744 0.1040 0.2865 0.1212
O 0.3339 2.8014 0.9062 -0.1371 -0.0868 -0.2027
O -1.5505 2.0876 -0.1197 0.2675 -0.4099 0.3167
H -2.2745 -2.8234 -3.0326 -0.0173 0.0001 -0.0432
H -0.7097 -3.0587 -2.2620 0.0519 0.0311 0.0051
H -0.9398 -3.5186 -3.9573 -0.0021 0.0008 0.0103
H -2.6752 -0.8931 -4.4876 0.0036 -0.0119 -0.0110
H -1.9956 1.3868 -5.1382 0.0173 -0.0015 -0.0179
H 1.8710 0.7294 -3.4512 -0.0014 -0.0101 -0.0241
H 1.2076 -1.5849 -2.8480 -0.0240 -0.0127 0.0505
H -1.3412 4.1032 -4.3675 -0.0235 -0.0624 0.0182
H -1.5220 2.3224 -2.5025 0.0180 0.0051 0.0288
H -1.8013 4.0016 -2.1135 0.0209 0.0324 -0.0275
H 0.5153 4.2289 -1.2573 0.0005 -0.0151 0.0360
H 0.8888 2.5954 -1.7506 0.0061 0.0017 -0.0296
```
Positions in Å, forces in eV/Å.

Properties
* DFT total energy: -1919.05819 Ha
* lowest unoccupied orbital energy: 2.780 eV
* largest force on an atom: 0.9 eV Å⁻¹
* HOMO energy: -3.80 eV
* net charge: -1
* HOMO-LUMO gap: 6.5815 eV
* 2S+1: 1

---

# 2
Formula: C6H6FNO
Source: OMol25
Level of theory: ωB97M-V/def2-TZVPD

XYZ file:
```
15
Properties=species:S:1:pos:R:3:forces:R:3
C 1.7321 -0.5778 -0.1092 2.2347 0.5198 -1.4821
C 1.0790 0.2334 -0.9950 -0.0652 0.7061 0.7507
C 1.0104 -1.5296 0.6245 1.0888 -1.8991 -0.1212
C -1.2050 1.4811 1.5609 -0.0181 1.0734 -0.7054
C -0.4264 0.3946 -1.0510 0.6146 0.0138 2.3608
C -0.9966 -0.5751 0.0017 1.4326 -0.8934 -0.7843
N -0.3281 -1.5329 0.5596 -2.8918 1.3959 0.0939
O -1.5570 2.3417 0.8349 0.0979 -0.3921 0.7006
F -2.3419 -0.6387 0.0328 0.3697 0.0496 0.1516
H 2.8887 -0.5610 -0.2133 -2.1747 -0.3888 0.5219
H 1.6364 0.7544 -1.7557 0.1824 0.2919 0.0755
H 1.4165 -2.5536 0.9103 -0.0965 1.8316 0.0385
H -1.4224 1.4327 2.6337 -0.2044 -0.0854 0.6472
H -0.8480 1.4445 -1.1135 0.5956 -1.3894 0.3390
H -0.6378 -0.1139 -1.9208 -1.1655 -0.8341 -2.5868
```
Positions in Å, forces in eV/Å.

Properties
* <S²>: 2.04
* DFT total energy: -461.92120 Ha
* lowest unoccupied orbital energy (spin up / spin down): 0.644 / -0.918 eV
* energy above the lowest of the compared OMol25 structures with the same formula, charge and spin: 0.0 kcal/mol
* largest force on an atom: 3.2 eV Å⁻¹
* HOMO energy (spin up / spin down): -6.95 / -9.87 eV
* net charge: 0
* HOMO-LUMO gap (spin up / spin down): 7.5942 / 8.9525 eV
* 2S+1: 3

---

# 3
Formula: C4H13N2O2
Source: OMol25
Level of theory: ωB97M-V/def2-TZVPD

XYZ file:
```
21
Properties=species:S:1:pos:R:3:forces:R:3
C 0.1380 -0.3866 -0.7723 -1.3323 -0.3203 3.0970
N -1.3166 0.0198 -1.0845 1.8440 -3.4885 -1.9163
C -2.3061 -0.4860 0.0083 -2.5443 4.2205 -0.1756
O -1.9847 -1.6788 0.3212 -0.2594 -1.6811 -0.7476
C 0.7785 0.8854 -0.2311 0.0637 1.6182 1.6090
C 1.9211 1.4979 -1.0726 -0.8498 -2.8174 1.6776
N 1.2207 0.5833 1.1473 0.5064 0.8750 0.1708
H 0.6208 -0.8929 -1.5902 0.0593 0.1427 -0.4908
H 0.1112 -1.1667 0.1756 0.5034 2.0780 -3.0367
H -1.4457 -0.5012 -2.0133 -0.6458 1.0037 1.5292
H -3.3585 -0.2203 -0.4521 1.6810 -1.0870 0.5967
H -2.1601 0.2889 0.8015 0.0601 -0.4897 -0.1285
H -0.0267 1.6772 -0.1465 0.3896 -0.7296 -0.4613
H 2.5584 0.6919 -1.2785 1.2941 -1.4922 -0.1370
H 1.6094 1.7337 -2.0055 -1.3779 1.3629 -2.8911
H 2.5688 2.2102 -0.6871 0.5166 1.7116 1.2615
H 1.4265 1.4688 1.6508 -0.3189 -1.1085 -0.3510
H 0.6004 -0.0657 1.6824 0.7536 0.9342 -0.5433
H 0.2039 -2.5043 2.0133 -0.9452 2.5571 0.6347
H -0.9547 -1.5877 1.3777 1.2794 -0.2697 2.1506
O -0.2048 -1.5668 2.1554 -0.6778 -3.0200 -1.8480
```
Positions in Å, forces in eV/Å.

Properties
* <S²>: 0.76
* DFT total energy: -420.02837 Ha
* lowest unoccupied orbital energy (spin up / spin down): 0.820 / -2.896 eV
* energy above the lowest of the compared OMol25 structures with the same formula, charge and spin: 50.6 kcal/mol
* largest force on an atom: 4.9 eV Å⁻¹
* HOMO energy (spin up / spin down): -8.61 / -8.52 eV
* net charge: 0
* HOMO-LUMO gap (spin up / spin down): 9.4325 / 5.6276 eV
* 2S+1: 2

---

# 4
Formula: C5H11N3O
Source: OMol25
Level of theory: ωB97M-V/def2-TZVPD

XYZ file:
```
20
Properties=species:S:1:pos:R:3:forces:R:3
N 1.7697 -2.5681 -0.1884 1.2550 0.2102 0.5799
N 1.7879 -1.2059 -0.6578 0.4648 0.3354 -0.1409
C 1.1108 -0.3624 0.0096 -0.8729 -0.4638 -0.8337
C 0.0755 -0.7063 1.0394 0.4865 -0.8269 1.4877
N -1.3140 -0.3323 0.6914 -0.4954 -1.4321 0.3678
C -1.5677 0.3109 -0.5842 1.6579 -0.5248 -0.9573
C -1.0472 1.7494 -0.5998 -1.7286 -0.1336 1.4654
C 0.3459 1.8992 0.0346 -2.1472 0.8223 0.1081
O 1.2174 0.9322 -0.4005 1.6169 -1.3030 -0.5925
H 2.2555 -3.1214 -0.9092 -0.5362 0.5522 0.0794
H 2.5130 -2.5505 0.5432 -0.8669 -0.2722 -0.3318
H 0.3887 -0.2527 2.0232 -0.4514 -0.1534 -0.8027
H 0.1868 -1.8204 1.2054 -0.3445 1.2352 -0.3060
H -1.9035 -1.1951 0.7196 0.8813 1.1001 0.1196
H -2.6222 0.3364 -0.6932 -1.0485 0.0146 -0.2379
H -1.1686 -0.2673 -1.4786 -0.1867 0.4848 0.8758
H -1.8206 2.2740 0.0628 1.2590 -0.1035 -0.9099
H -1.1450 2.1160 -1.6180 0.3121 0.2819 -0.0325
H 0.2232 1.9140 1.1296 0.2521 0.0173 -0.2698
H 0.7143 2.8504 -0.3291 0.4927 0.1593 0.3314
```
Positions in Å, forces in eV/Å.

Properties
* structure (SMILES): N/N=C1\CNCCCO1
* DFT total energy: -436.54764 Ha
* lowest unoccupied orbital energy: 1.036 eV
* energy above the lowest of the compared OMol25 structures with the same formula, charge and spin: 62.4 kcal/mol
* largest force on an atom: 2.3 eV Å⁻¹
* HOMO energy: -8.64 eV
* net charge: 0
* HOMO-LUMO gap: 9.6791 eV
* 2S+1: 1

---

# 5
Formula: C4H6O
Source: OMol25
Level of theory: ωB97M-V/def2-TZVPD

XYZ file:
```
11
Properties=species:S:1:pos:R:3:forces:R:3
C -1.3427 -0.0858 1.3402 -0.1041 0.0645 -0.0071
C -1.4374 0.1282 0.0541 0.6410 -0.3217 0.1954
C -0.8072 -0.0419 -1.0780 -0.2022 0.0695 -0.0106
O 0.4146 -0.6752 -0.9228 0.2031 -0.1498 -0.5621
C 1.4573 0.1311 -0.4093 0.3382 0.1527 0.0061
H -1.5987 -1.0637 1.7362 -0.3140 0.2161 0.2216
H -0.8385 0.6347 1.9765 -0.3808 0.0446 0.1871
H -1.0774 0.2050 -2.0974 -0.1929 0.0177 0.1493
H 1.0949 1.0885 -0.0112 -0.0388 -0.2364 -0.1218
H 2.1540 0.3206 -1.2282 0.1827 0.1503 0.1399
H 1.9789 -0.3977 0.3972 -0.1321 -0.0075 -0.1977
```
Positions in Å, forces in eV/Å.

Properties
* structure (SMILES): C=C=COC
* DFT total energy: -231.12963 Ha
* lowest unoccupied orbital energy: 0.898 eV
* energy above the lowest of the compared OMol25 structures with the same formula, charge and spin: 59.0 kcal/mol
* largest force on an atom: 0.7 eV Å⁻¹
* HOMO energy: -9.24 eV
* net charge: 0
* HOMO-LUMO gap: 10.1412 eV
* 2S+1: 1

---

# 6
Formula: C24H12Cl5N5ORuSe3Te
Source: OMol25
Level of theory: ωB97M-V/def2-TZVPD

XYZ file:
```
52
Properties=species:S:1:pos:R:3:forces:R:3
Ru 0.4220 -0.1348 -0.0884 -0.0726 -0.2728 -0.5047
C -0.5947 -3.3947 2.6155 -0.0393 -0.0605 0.0862
C -1.9383 -3.2475 2.9567 0.0435 -0.0093 -0.0139
C -2.6147 -2.1741 2.4483 0.2347 0.0724 -0.1649
C -1.9668 -1.2613 1.5826 0.1902 -0.2750 0.1215
N -0.6644 -1.4139 1.2423 -0.2720 -0.1541 0.0003
C -0.0165 -2.4671 1.7895 0.0533 0.0755 -0.0525
N -2.7900 -0.2661 1.1358 -0.0350 0.3973 -0.2510
C -2.4212 0.7268 0.4002 -0.1039 -0.5140 0.1745
N -1.1941 1.0527 -0.1002 0.2206 0.2740 0.5800
C -1.2969 2.2219 -0.8159 0.4015 0.1857 -0.3108
N -0.4107 2.8808 -1.4649 -0.4916 -0.0906 0.1915
C 0.8866 2.4933 -1.6790 0.3912 0.0260 -0.1425
C 1.6163 3.4140 -2.4555 0.0416 -0.2508 0.1968
C 2.9326 3.1698 -2.7646 -0.0069 -0.0426 0.0063
C 3.5091 2.0034 -2.2854 0.0194 0.0408 -0.0323
C 2.7402 1.1416 -1.5375 0.0618 -0.1052 0.1273
N 1.4465 1.3441 -1.2318 -0.1260 0.1732 -0.1567
C -2.6983 2.6544 -0.8065 -0.5678 0.0435 0.1418
C -3.3401 3.7088 -1.4333 0.1063 -0.1401 0.0929
C -4.7179 3.7857 -1.2875 -0.0707 0.0413 0.0291
C -5.4249 2.8368 -0.5475 -0.0709 0.0807 -0.0326
C -4.7773 1.7805 0.0768 0.2258 -0.0516 -0.0143
C -3.4017 1.7120 -0.0679 -0.2373 0.4971 -0.1818
H 0.0086 -4.2105 2.9883 -0.0117 0.0024 0.0006
H -2.4358 -3.9586 3.6042 0.0176 -0.0044 0.0006
H -3.6574 -1.9922 2.6584 -0.0127 0.0418 -0.0156
H 1.0344 -2.5541 1.5607 0.0045 -0.0034 -0.0207
H 1.0963 4.2987 -2.7890 -0.0445 -0.0006 0.0124
H 3.4967 3.8674 -3.3714 0.0044 -0.0041 0.0130
H 4.5322 1.7308 -2.5006 -0.0045 0.0087 0.0063
H 3.1842 0.2378 -1.1564 0.0080 0.0339 0.0092
H -2.7843 4.4203 -2.0283 0.0199 0.0041 0.0005
H -5.2610 4.5879 -1.7718 -0.0078 -0.0123 0.0006
H -6.5020 2.9215 -0.4729 0.0065 -0.0025 -0.0123
H -5.3150 1.0252 0.6338 0.0047 -0.0149 0.0109
Cl -6.2740 -0.2591 -2.7622 -0.1356 0.0143 0.0014
C -4.5752 -0.5220 -2.6563 0.1222 0.0387 -0.0952
C -4.0698 -1.6236 -1.9717 -0.0756 0.0621 -0.0260
Cl -5.1518 -2.7691 -1.2713 -0.0313 -0.0367 0.0226
C -2.7043 -1.7922 -1.8381 0.3356 0.0213 -0.1456
Cl -2.0512 -3.2386 -1.1582 -0.0081 0.0506 0.1988
C -1.7724 -0.8281 -2.3054 0.0323 0.0124 0.3215
O -0.5182 -0.8623 -1.9900 -0.3173 -0.0461 -0.4473
C -2.3166 0.1733 -3.1533 0.2302 -0.1455 0.1422
Cl -1.2097 1.1519 -4.0331 0.0627 0.0586 -0.0037
C -3.6826 0.3447 -3.2895 -0.2070 -0.1176 0.0705
Cl -4.2952 1.6496 -4.2320 -0.0282 0.0526 -0.1128
Se 2.3184 -0.1045 1.5044 0.1678 0.0646 0.1606
Se 3.5032 -2.0195 0.6712 -0.1486 0.1923 0.1214
Te 1.6666 -2.2229 -1.1382 0.1001 -0.1196 -0.0020
Se 2.8135 -1.7123 -3.1900 0.0207 -0.0916 -0.1022
```
Positions in Å, forces in eV/Å.

Properties
* <S²>: 0.76
* DFT total energy: -11139.20406 Ha
* lowest unoccupied orbital energy (spin up / spin down): 1.530 / 1.475 eV
* energy above the lowest of the compared OMol25 structures with the same formula, charge and spin: 0.0 kcal/mol
* largest force on an atom: 0.7 eV Å⁻¹
* HOMO energy (spin up / spin down): -4.46 / -4.49 eV
* net charge: -1
* HOMO-LUMO gap (spin up / spin down): 5.9873 / 5.9635 eV
* 2S+1: 2